Record 1
Here is a cluster of 20 separate species, C11H61N2O22 in total from the OMol25 dataset. Energies are from ωB97M-V/def2-TZVPD.

Last column: Löwdin charge in e.
Cartesian coordinates (Å):
1 O 7.41236 0.20867 -0.38621  0.14
2 C 6.54169 0.25576 -1.20640  -0.50
3 O 6.47422 -0.64069 -2.24706  0.08
4 C 5.39016 1.22285 -1.12793  -0.09
5 C 4.36233 0.72541 -0.07523  -0.13
6 C 3.26301 -0.14678 -0.72573  -0.11
7 C 1.84691 0.43980 -0.61822  -0.23
8 C 1.10532 0.61385 -1.92745  -0.17
9 N 0.80809 -0.63366 -2.62009  0.01
10 C 0.44524 -1.75658 -1.72741  -0.28
11 C 1.59840 -2.79736 -1.69819  -0.13
12 C 1.80876 -3.50075 -0.35869  -0.18
13 C 3.22485 -4.10344 -0.22630  -0.21
14 O 3.59751 -4.06772 1.16719  -0.08
15 C -0.00537 -1.26072 -0.36469  -0.09
16 N 0.94541 -0.32278 0.32155  0.13
17 H 7.25534 -0.52305 -2.80485  0.13
18 H 5.80094 2.18943 -0.84421  0.12
19 H 4.92435 1.31047 -2.10658  0.12
20 H 3.92436 1.57676 0.43793  0.11
21 H 4.91800 0.10938 0.62746  0.11
22 H 3.26573 -1.11874 -0.22500  0.10
23 H 3.47988 -0.36885 -1.76799  0.12
24 H 1.93263 1.43531 -0.19126  0.12
25 H 0.17475 1.15191 -1.69136  0.11
26 H 1.68261 1.28570 -2.56465  0.13
27 H 0.09134 -0.50332 -3.31973  0.08
28 H -0.42312 -2.24731 -2.16177  0.13
29 H 1.36116 -3.55856 -2.44232  0.12
30 H 2.50339 -2.31995 -2.06387  0.09
31 H 1.09140 -4.31456 -0.28897  0.09
32 H 1.72961 -2.81782 0.48523  0.07
33 H 3.27174 -5.12475 -0.58555  0.12
34 H 3.92382 -3.46369 -0.76957  0.11
35 H 3.86778 -3.15377 1.30226  0.07
36 H -0.94872 -0.72985 -0.47224  0.13
37 H -0.19116 -2.07479 0.31951  0.10
38 H 1.47772 -0.79579 1.05721  0.15
39 H 0.36516 0.37175 0.80782  0.12
40 O 0.50760 3.24086 -0.26325  -0.05
41 H 0.84788 3.44244 -1.14457  0.05
42 H 0.54551 4.08736 0.19651  0.06
43 O 3.20296 4.34098 -0.81293  -0.05
44 H 4.15427 4.21173 -0.88826  0.04
45 H 3.10273 4.81325 0.02065  0.05
46 O -2.23705 4.47964 -1.13593  -0.05
47 H -2.42619 4.08870 -1.99717  0.06
48 H -1.40782 4.07737 -0.84773  0.02
49 O -0.97655 -1.67063 2.47032  -0.04
50 H -1.91273 -1.89868 2.50626  0.07
51 H -0.52952 -2.42191 2.88103  0.05
52 O -0.70876 1.22995 2.19964  -0.06
53 H -0.61741 0.36962 2.63553  0.02
54 H -1.51387 1.60266 2.58307  0.02
55 O -3.42641 4.39480 1.55528  -0.05
56 H -4.18268 4.96396 1.74467  0.06
57 H -3.19630 4.60256 0.63821  0.01
58 O -3.77201 1.93966 -0.89851  -0.05
59 H -4.10726 1.53177 -0.09303  0.05
60 H -3.27313 2.70994 -0.59028  -0.01
61 O -1.21195 -1.90951 -4.65229  -0.04
62 H -2.04462 -1.49744 -4.91171  0.05
63 H -0.91400 -2.35265 -5.45367  0.06
64 O 2.01793 -2.21553 3.19847  -0.05
65 H 2.88941 -2.05679 3.58446  0.02
66 H 2.16987 -2.94966 2.58603  0.01
67 O -6.19033 3.27418 2.19112  -0.05
68 H -5.25839 3.24498 1.93598  0.00
69 H -6.66028 2.94622 1.41526  0.04
70 O 4.54282 -2.90528 5.11038  -0.05
71 H 4.09617 -2.56406 5.89226  0.04
72 H 4.85689 -3.77554 5.37611  0.05
73 O -4.95232 4.73604 -2.31276  -0.05
74 H -5.30434 4.42370 -3.15284  0.05
75 H -4.85275 3.93034 -1.79004  0.00
76 O -7.77725 0.59232 2.23693  -0.04
77 H -8.12477 0.18049 3.03541  0.06
78 H -7.28138 1.35718 2.55253  0.02
79 O -0.02275 -5.97914 -1.29171  -0.05
80 H -0.25790 -6.30860 -2.16530  0.05
81 H -0.17234 -6.72909 -0.70631  0.05
82 O 10.14102 -0.01055 1.52494  -0.06
83 H 9.28158 0.33800 1.26647  0.00
84 H 10.55230 -0.26004 0.69224  0.03
85 O -3.06793 2.71729 3.58722  -0.06
86 H -2.83809 3.64812 3.48987  0.03
87 H -3.21494 2.59358 4.53071  0.06
88 O -3.17420 -1.33166 -2.24964  -0.04
89 H -3.53957 -0.44087 -2.18692  0.03
90 H -2.36557 -1.22957 -2.76179  -0.01
91 O -7.73176 -1.29630 -0.19761  -0.06
92 H -6.78281 -1.39787 -0.30988  0.03
93 H -7.83374 -0.82814 0.63911  -0.01
94 O -10.77572 -0.11036 0.73647  -0.06
95 H -9.88433 0.23468 0.85608  0.00
96 H -10.68476 -0.75632 0.02824  0.04

Calculated values
total charge: +1
HOMO energy: -11.670 eV
2S+1: 1
orbital gap: 9.32 eV



Record 2
Here is a structure of composition C11H6BaF6NO5 from the OMol25 dataset. Energies are from ωB97M-V/def2-TZVPD.

Last column: Löwdin charge in e.
Cartesian coordinates (Å):
1 Ba -0.00838 -0.65273 2.00866  2.05
2 O -3.32144 2.64446 1.57332  0.01
3 C -2.29677 1.97343 1.64529  -0.66
4 O -2.14882 0.78804 2.08433  -0.29
5 C -0.98140 2.62833 1.17977  -0.19
6 C -0.94115 3.95468 0.77604  -0.01
7 C 0.28280 4.50304 0.42560  -0.06
8 C 1.42771 3.72605 0.50523  -0.01
9 C 1.30984 2.41081 0.93349  -0.19
10 N 0.12533 1.88878 1.25012  -0.01
11 C 2.55479 1.52087 1.14723  -0.67
12 O 3.60841 1.90973 0.65206  0.01
13 O 2.32087 0.48568 1.84505  -0.27
14 H -1.86391 4.51671 0.75392  0.11
15 H 0.34816 5.53720 0.10692  0.10
16 H 2.41135 4.09831 0.25654  0.11
17 C 0.70431 -2.44466 -2.24351  0.01
18 C -0.10839 -2.66474 -0.97097  -0.52
19 O 0.11631 -1.69887 -0.04125  -0.53
20 C -1.61117 -2.67608 -1.32054  -0.56
21 F -1.94862 -3.66207 -2.18727  0.13
22 F -2.39195 -2.82867 -0.23905  0.15
23 F -1.96271 -1.52087 -1.89843  0.15
24 C 0.29866 -4.00822 -0.32212  -0.55
25 F 0.05872 -5.09523 -1.08792  0.13
26 F -0.32830 -4.22164 0.85404  0.12
27 F 1.61422 -4.01547 -0.05519  0.14
28 H 0.44805 -1.46319 -2.63727  0.09
29 H 0.52338 -3.19815 -3.01205  0.09
30 H 1.76013 -2.43554 -1.98205  0.09

Calculated values
total charge: -1
HOMO energy: -6.123 eV
relative energy (zero: lowest compared OMol25 entry of this formula, charge and spin): 0.0 kJ/mol
2S+1: 1
orbital gap: 8.15 eV



Record 3
Here is a structure of composition C11H6BrF7N2O4S7V from the OMol25 dataset. Energies are from ωB97M-V/def2-TZVPD.

Last column: Löwdin charge in e.
Cartesian coordinates (Å):
1 V 0.97833 0.29482 0.01751  0.30
2 C -4.01367 0.89502 -0.43079  -0.05
3 C -2.96077 0.39632 0.51101  -0.26
4 C -3.23437 -0.58668 1.47331  -0.04
5 C -2.18087 -1.02598 2.26311  -0.13
6 C -0.92157 -0.51588 2.04091  -0.70
7 Br 0.45173 -1.17028 3.16621  0.78
8 N -0.61437 0.39822 1.10411  -0.12
9 C -1.67617 0.88012 0.41521  -0.12
10 H -4.98407 0.97132 0.05901  0.07
11 H -4.10927 0.19632 -1.26389  0.08
12 H -3.72777 1.86342 -0.83249  0.08
13 H -4.22867 -0.98438 1.60991  0.10
14 H -2.32317 -1.76548 3.03581  0.09
15 H -1.45337 1.67992 -0.28369  0.07
16 F 3.75453 -3.23978 -1.07609  0.12
17 C 2.93423 -2.76048 -0.13059  -0.63
18 F 3.00133 -3.62578 0.89611  0.10
19 F 3.45813 -1.61678 0.30261  0.08
20 S 1.12253 -2.70888 -0.70149  0.60
21 O 0.52663 -1.79728 0.24081  -0.41
22 O 0.75983 -4.08048 -0.51209  -0.27
23 N 1.07043 -2.31638 -2.19529  -0.28
24 S 0.61483 -0.83558 -2.57519  0.61
25 O 1.18593 -0.22558 -3.73109  -0.27
26 O -0.19847 -0.08868 -1.64739  -0.39
27 C -0.96647 -1.59278 -3.43289  -0.60
28 F -1.67557 -2.26848 -2.49819  0.07
29 F -0.79527 -2.46198 -4.45609  0.08
30 F -1.82087 -0.64938 -3.90779  0.08
31 S 3.55403 6.33282 3.32291  0.38
32 C 3.00523 4.98442 2.55251  -1.54
33 S 3.41143 3.36382 3.04051  0.86
34 C 2.51753 2.52742 1.78681  -1.13
35 C 1.85083 3.31112 0.89321  -1.14
36 S 0.97573 2.63822 -0.42239  0.59
37 S 1.97463 5.04302 1.14841  0.86
38 S 2.49833 0.81432 1.69851  0.52
39 F 2.23853 -0.27378 -1.48099  -0.43

Calculated values
total charge: -2
HOMO energy (spin up / spin down): -0.435 / -0.965 eV
relative energy (zero: lowest compared OMol25 entry of this formula, charge and spin): 14.0 kJ/mol
2S+1: 2
orbital gap (spin up / spin down): 4.81 / 5.33 eV



Record 4
Here is a cluster of 2 separate species, C11H6Cl4N2O2 in total from the OMol25 dataset. Energies are from ωB97M-V/def2-TZVPD.

Last column: Löwdin charge in e.
Cartesian coordinates (Å):
1 O -0.24278 -0.18596 2.21912  0.06
2 C 0.30947 0.82751 1.75138  -0.33
3 C 1.85188 0.82849 1.58473  -0.32
4 O 2.47489 -0.21628 1.40623  0.11
5 C 2.47472 2.10795 1.89317  -0.63
6 Cl 4.16217 2.09787 2.06770  0.76
7 C 1.75399 3.28105 2.01590  -0.70
8 Cl 2.56453 4.75871 2.21522  0.74
9 C 0.31753 3.28331 1.86064  -0.69
10 Cl -0.51774 4.76040 2.01429  0.73
11 C -0.36181 2.11158 1.57083  -0.61
12 Cl -2.06680 2.08636 1.49117  0.75
13 N -1.49813 -3.38610 -3.15205  0.10
14 C -1.17399 -2.46213 -2.20805  -0.33
15 C -0.85077 -1.13077 -2.55899  -0.02
16 C -0.58777 -0.23702 -1.52220  -0.15
17 N -0.64685 -0.52168 -0.23584  0.03
18 C -0.87545 -1.80642 0.08124  -0.12
19 C -1.16140 -2.80947 -0.83234  -0.01
20 H -1.50480 -4.36547 -2.91245  0.10
21 H -1.27357 -3.19257 -4.13368  0.11
22 H -0.75370 -0.77017 -3.58097  0.10
23 H -0.29652 0.77567 -1.72817  0.10
24 H -0.78892 -2.02277 1.12775  0.10
25 H -1.30820 -3.81211 -0.43464  0.11

Calculated values
HOMO energy: -8.677 eV
structure (SMILES): O=C1C(=O)C(Cl)=C(Cl)C(Cl)=C1Cl.Nc1ccncc1
2S+1: 1
orbital gap: 6.57 eV



Record 5
Here is a structure of composition C11H6IMgN5O6Se3Te2 from the OMol25 dataset. Energies are from ωB97M-V/def2-TZVPD.

Last column: Löwdin charge in e.
Cartesian coordinates (Å):
1 Mg 1.65857 -1.67950 1.23115  0.43
2 Se -2.01462 -0.83357 3.25026  -0.31
3 Te -0.99346 -2.66858 1.92213  0.15
4 Te -2.06701 -2.60491 -0.59651  0.30
5 Se -0.82835 -0.82798 -1.81429  0.39
6 O 3.45749 -0.90964 -0.85278  0.00
7 C 2.48529 -1.55948 -1.25653  -0.64
8 O 1.85702 -2.41254 -0.51145  -0.17
9 C 1.90697 -1.34860 -2.61186  -0.19
10 C 2.53127 -0.54407 -3.49914  0.05
11 C 1.99443 -0.34110 -4.80384  -0.17
12 C 0.88401 -1.06882 -5.21532  0.07
13 C 0.24574 -1.89435 -4.32693  -0.22
14 C 0.57322 -1.94116 -2.88982  -0.46
15 N -0.84134 -2.68107 -4.79002  -0.38
16 O -1.44397 -3.36441 -3.96220  -0.03
17 O -1.14632 -2.66999 -5.98554  0.00
18 N 2.64791 0.51409 -5.72008  -0.39
19 O 3.66781 1.10442 -5.35698  0.00
20 O 2.18324 0.64904 -6.85662  -0.01
21 H 3.46589 -0.07772 -3.22297  0.12
22 H 0.53709 -1.00736 -6.23484  0.12
23 H 0.42759 -2.91639 -2.43672  0.07
24 Se 4.44883 -2.90125 5.14501  0.38
25 C 3.44811 -2.45169 3.73752  -0.95
26 N 2.79585 -2.15816 2.81809  -0.01
27 I 1.39201 4.20639 -0.80580  0.82
28 C 1.02873 2.46899 0.23544  -0.77
29 C -0.06911 2.18386 1.02238  -0.15
30 N 0.09948 0.94621 1.48631  -0.02
31 N 1.24141 0.40203 1.04091  -0.02
32 C 1.82587 1.32297 0.27793  -0.18
33 H -0.94327 2.76081 1.26950  0.12
34 H -0.55985 0.41451 2.09391  -0.08
35 H 2.75159 1.09930 -0.22754  0.11

Calculated values
total charge: -2
HOMO energy: -2.331 eV
relative energy (zero: lowest compared OMol25 entry of this formula, charge and spin): 13.5 kJ/mol
2S+1: 1
orbital gap: 5.83 eV



Record 6
Here is a structure of composition C11H7GaN2O6 from the OMol25 dataset. Energies are from ωB97M-V/def2-TZVPD.

Last column: Löwdin charge in e.
Cartesian coordinates (Å):
1 O -1.15123 2.90662 -7.04311  0.07
2 C -1.16890 2.46570 -5.98838  0.01
3 Ga -1.21213 0.57833 -2.47407  0.35
4 C -1.33865 1.18179 -0.57481  0.04
5 O -1.58602 1.60784 0.47544  0.28
6 C -1.14160 -1.55985 -2.40011  0.08
7 O -1.15639 -2.70310 -2.53844  0.27
8 C 0.93346 0.77184 -2.70275  0.04
9 O 2.06216 0.81980 -2.93637  0.25
10 C -3.45547 0.70170 -2.61017  0.06
11 O -4.60055 0.70742 -2.53019  0.24
12 H -1.30222 0.82391 -4.01428  -0.01
13 N 1.79647 0.26861 4.63357  0.18
14 C 1.23794 -0.87203 4.09875  -0.46
15 O 0.93806 -1.83070 4.80080  0.10
16 C 1.07945 -0.84812 2.59882  -0.08
17 C 1.77079 0.04499 1.77260  0.04
18 C 1.34844 0.20772 0.43989  -0.11
19 N 0.34180 -0.50375 -0.05367  -0.05
20 C -0.21432 -1.48079 0.65206  -0.11
21 C 0.16509 -1.71783 1.99025  0.07
22 H 1.74319 0.35576 5.64108  0.13
23 H 1.76601 1.13776 4.11915  0.10
24 H 2.60674 0.63058 2.14216  0.13
25 H 1.82003 0.93944 -0.21760  0.11
26 H -0.98302 -2.09949 0.17474  0.11
27 H -0.29914 -2.53416 2.54459  0.14

Calculated values
total charge: +2
HOMO energy: -15.416 eV
relative energy (zero: lowest compared OMol25 entry of this formula, charge and spin): 150.6 kJ/mol
2S+1: 1
orbital gap: 5.87 eV



| no. | total energy (a.u.) |
| --- | --- |
| 1 | -2220.30401 |
| 2 | -1478.72238 |
| 3 | -7837.74144 |
| 4 | -2523.47818 |
| 5 | -9386.27097 |
| 6 | -2908.37054 |